No. 1
Here is an isolated ion of composition C13H20NO and charge +1 from the Open Molecules 2025 dataset. Energies are from ωB97M-V/def2-TZVPD.

As for the spin multiplicity: 3. The orbital gap (spin up / spin down) comes out at 0.266 / 0.309 Ha. As for the HOMO energy (spin up / spin down): -10.18 / -12.82 eV. The lowest unoccupied orbital energy (spin up / spin down) comes out at -2.94 / -4.40 eV. The value obtained for the total energy is -17332.4096 eV. The energy relative to the best compared isomer or geometry (same formula, charge and spin) is 0.0000 eV. Its charge is +1.

```
35
Properties=species:S:1:pos:R:3:lowdin_charge:R:1
C 1.415 1.146 -0.386 -0.217
C 0.653 1.307 0.919 -0.347
C 1.955 -1.195 0.033 -0.278
C 1.226 1.973 -1.414 0.117
C 2.776 -2.198 0.438 0.111
C -0.879 1.319 0.875 -0.043
C 0.479 -1.503 -0.158 -0.108
C -0.477 -1.213 1.056 -0.099
C 2.434 0.100 -0.300 -0.196
C -1.436 -0.074 0.891 -0.131
C 3.856 0.486 -0.376 -0.024
C -3.840 0.159 0.653 0.020
C -2.543 0.113 -1.388 0.023
N -2.601 -0.350 0.022 -0.151
O 1.254 1.418 1.952 0.162
H 1.809 1.888 -2.316 0.084
H 0.497 2.768 -1.393 0.074
H 3.836 -2.066 0.548 0.066
H 2.384 -3.169 0.687 0.070
H -1.177 1.863 1.780 0.145
H -1.221 1.886 0.008 0.110
H 0.136 -0.955 -1.037 0.097
H 0.407 -2.567 -0.389 0.119
H -1.038 -2.127 1.271 0.122
H 0.134 -1.011 1.937 0.135
H 4.486 -0.336 -0.711 0.086
H 4.202 0.801 0.616 0.110
H 3.979 1.344 -1.040 0.088
H -4.710 -0.123 0.063 0.114
H -3.936 -0.250 1.657 0.118
H -3.791 1.243 0.723 0.115
H -1.589 -0.152 -1.837 0.099
H -3.345 -0.346 -1.963 0.117
H -2.668 1.194 -1.427 0.108
H -2.668 -1.373 0.007 0.184
```

No. 2
Here is C26H49FeNO4Si2 as an isolated structure from the Open Molecules 2025 dataset. Energies are from ωB97M-V/def2-TZVPD.

As for the spin multiplicity: 5. The orbital gap (spin up / spin down) comes out at 0.221 / 0.226 Ha. As for the HOMO energy (spin up / spin down): -6.02 / -6.16 eV. The lowest unoccupied orbital energy (spin up / spin down) comes out at -0.01 / -0.01 eV. The value obtained for the total energy is -87578.4060 eV. The energy relative to the best compared isomer or geometry (same formula, charge and spin) is 0.3992 eV.

```
83
Properties=species:S:1:pos:R:3:lowdin_charge:R:1
O 0.895 2.111 -1.162 -0.159
O 2.872 1.009 -1.955 -0.165
C 0.204 2.533 -2.403 -0.204
C -0.980 3.414 -2.086 -0.050
H -0.086 1.598 -2.905 0.122
H 0.931 3.054 -3.043 0.113
H -1.719 2.877 -1.473 0.089
H -1.469 3.683 -3.031 0.090
H -0.673 4.348 -1.594 0.083
C 1.583 3.187 -0.410 -0.174
C 2.451 4.051 -1.290 -0.066
H 2.163 2.656 0.364 0.127
H 0.793 3.768 0.083 0.116
H 3.138 3.443 -1.897 0.063
H 3.057 4.702 -0.645 0.099
H 1.854 4.693 -1.957 0.085
C 3.796 0.444 -0.929 -0.132
C 2.987 0.630 -3.377 -0.156
C 4.918 1.418 -0.684 -0.053
H 4.137 -0.531 -1.300 0.137
H 3.172 0.289 -0.040 0.136
H 5.490 1.594 -1.604 0.072
H 5.600 0.996 0.061 0.096
H 4.546 2.376 -0.294 0.077
C 4.199 1.291 -3.990 -0.059
H 2.054 0.974 -3.840 0.122
H 3.019 -0.468 -3.429 0.131
H 4.210 2.373 -3.782 0.087
H 4.162 1.155 -5.077 0.092
H 5.129 0.832 -3.629 0.081
H 1.870 1.413 -1.566 0.075
Fe -0.994 -0.763 0.883 0.599
C -0.321 -1.094 -1.061 -0.337
Si -0.228 -2.601 -2.164 0.389
H -0.861 -0.273 -1.587 -0.029
H 0.737 -0.757 -0.973 -0.030
C -0.344 -2.021 -3.964 -0.210
C -1.565 -3.899 -1.995 -0.199
C 1.407 -3.525 -1.981 -0.192
C -1.430 1.137 1.628 -0.341
Si -0.328 1.726 3.042 0.404
H -2.500 1.078 1.957 -0.013
H -1.426 1.842 0.782 -0.053
C 0.037 3.584 3.060 -0.206
C 1.349 0.864 3.134 -0.188
C -1.332 1.337 4.587 -0.203
H 2.267 -2.845 -1.896 0.003
H 1.610 -4.194 -2.832 0.028
H 1.396 -4.151 -1.078 0.030
H -1.162 -1.299 -4.091 0.019
H -0.549 -2.853 -4.652 0.019
H 0.574 -1.541 -4.329 0.001
H -2.545 -3.433 -1.832 0.021
H -1.361 -4.586 -1.163 0.027
H -1.638 -4.517 -2.906 0.026
H 2.185 1.570 3.020 0.011
H 1.476 0.068 2.385 -0.001
H 1.457 0.387 4.121 0.035
H -0.796 1.624 5.504 0.025
H -1.553 0.260 4.628 0.023
H -2.287 1.886 4.550 0.029
H 0.301 3.906 4.080 0.026
H -0.838 4.171 2.749 0.025
H 0.879 3.867 2.411 -0.005
O 0.800 -3.069 3.562 0.050
C 0.039 -2.533 2.768 -0.548
O 0.397 -1.711 1.784 -0.194
C -1.442 -2.723 2.846 -0.144
C -2.040 -3.548 3.791 0.015
C -3.406 -3.726 3.747 0.008
C -4.171 -3.055 2.770 -0.149
C -5.566 -3.278 2.614 -0.033
C -6.280 -2.636 1.616 -0.085
C -5.639 -1.733 0.744 -0.068
C -4.273 -1.483 0.879 -0.010
C -3.518 -2.145 1.870 -0.180
N -2.153 -1.993 1.942 0.074
H -1.384 -4.012 4.521 0.123
H -3.897 -4.395 4.445 0.117
H -6.050 -3.980 3.297 0.113
H -7.346 -2.828 1.500 0.102
H -6.212 -1.236 -0.034 0.102
H -3.780 -0.782 0.205 0.102
```